## i
The following is a DFT calculation (the ωB97M-V functional and the def2-TZVPD basis) of C6H7NS as an isolated structure.

Cartesian coordinates (Å):
C: -0.038 -0.086 -3.241
C: -0.279 0.106 -1.391
C: 0.073 0.368 0.475
C: -0.814 0.953 -2.491
C: 0.822 -0.590 1.253
C: 0.090 -0.358 2.607
N: 0.447 -0.727 -2.140
S: -0.947 1.010 1.678
H: -0.228 -0.562 -4.112
H: -0.510 2.045 -2.511
H: -1.937 0.577 -2.671
H: 0.818 -1.737 0.826
H: 1.831 -0.295 1.485
H: -0.602 -1.244 2.897
H: 0.632 0.111 3.395

Results
**E_HOMO (alpha / beta)**: -7.76 / -6.98 eV
**Frontier orbital gap (alpha / beta)**: 8.0312 / 6.9551 eV

Löwdin atomic charge list, values in e, 4 entries: C -0.143; C -0.217; C -0.492; C -0.141

---

## ii
The following is a DFT calculation (the ωB97M-V functional and the def2-TZVPD basis) of one molecule with the formula C6H7NS.

Cartesian coordinates (Å):
C: 1.916 -0.105 -0.686
C: 0.981 -0.743 0.015
C: -0.306 0.994 0.525
C: 0.011 -1.661 -0.479
C: -1.359 -1.503 0.233
C: 0.213 2.350 0.445
N: 2.801 0.429 -1.192
S: -1.806 0.305 0.600
H: -0.212 -1.665 -1.567
H: 0.256 -2.689 -0.226
H: -2.075 -1.961 -0.341
H: -1.441 -1.990 1.262
H: -0.521 3.062 0.069
H: 1.131 2.430 -0.144
H: 0.412 2.747 1.486

Results
**E_HOMO (alpha / beta)**: -7.36 / -7.37 eV
**Frontier orbital gap (alpha / beta)**: 6.4484 / 6.4493 eV

Löwdin atomic charge list, values in e, 4 entries: C -0.398; C -0.116; C -0.419; C -0.312

---

Most stable: ii. Least stable: i.

---

## i
The following is a DFT calculation (the ωB97M-V functional and the def2-TZVPD basis) of one molecule with the formula C6H7NS.

Cartesian coordinates (Å):
C: -0.641 1.786 -0.509
C: -0.082 0.489 -0.026
C: 1.131 0.354 0.946
C: 0.976 -1.440 -0.493
C: -0.285 -1.832 -0.216
C: -1.095 -0.645 0.008
H: -0.836 1.615 -1.557
H: -1.602 1.890 0.154
H: 0.016 2.614 -0.531
H: 1.657 1.203 1.302
H: 1.075 -0.405 1.741
H: 1.730 -2.200 -0.684
H: -0.576 -2.966 0.263
N: 1.156 -0.049 -0.496
S: -2.625 -0.414 0.098

Results
**E_HOMO**: -8.45 eV
**Frontier orbital gap**: 8.2045 eV
**Structure (SMILES)**: C[C@]12CN1C=CC2=S

Löwdin atomic charge list, values in e, 4 entries: C -0.051; C -0.491; C 0.016; C -0.108

---

## ii
The following is a DFT calculation (the ωB97M-V functional and the def2-TZVPD basis) of a 2-piece molecular cluster, C6H7NS overall.

Cartesian coordinates (Å):
C: -2.584 0.561 0.322
C: -0.519 -0.409 -1.355
C: -0.137 -1.656 -1.037
C: -0.479 0.516 -0.253
C: 0.387 -0.020 0.859
C: 1.772 0.655 0.767
N: -3.670 0.625 0.674
S: 0.412 -1.829 0.612
H: -0.932 -0.251 -2.391
H: -0.172 -2.498 -1.589
H: -0.428 1.642 -0.481
H: -0.139 0.262 1.731
H: 1.741 1.631 0.539
H: 2.524 0.339 -0.066
H: 2.224 0.432 1.670

Results
**E_HOMO**: -9.04 eV
**Frontier orbital gap**: 8.4184 eV

Löwdin atomic charge list, values in e, 4 entries: C -0.164; C -0.207; C -0.360; C -0.172

---

Most stable: i. Least stable: ii.

---

## i
The following is a DFT calculation (the ωB97M-V functional and the def2-TZVPD basis) of C4H6N2O2 as an isolated structure.

Cartesian coordinates (Å):
C: -1.770 -0.024 0.809
C: -1.339 -0.571 -0.584
C: 0.185 -0.302 -0.513
C: 2.117 -0.429 0.127
H: -0.985 -0.385 1.703
H: -1.332 1.133 0.720
H: -2.834 -0.038 0.933
H: -1.477 0.245 -1.454
H: -1.504 -1.552 -0.869
H: 2.344 1.416 -0.713
N: 1.024 -1.132 -0.117
N: 1.806 1.058 0.131
O: 3.320 -0.549 0.212
O: 0.445 1.128 -0.385

Results
**E_HOMO**: -10.17 eV
**Frontier orbital gap**: 10.2077 eV

Löwdin atomic charge list, values in e, 4 entries: C -0.093; C -0.143; C -0.315; C -0.496

---

## ii
The following is a DFT calculation (the ωB97M-V functional and the def2-TZVPD basis) of one molecule with the formula C4H6N2O2.

Cartesian coordinates (Å):
C: -0.691 1.338 -0.453
C: -1.320 -0.035 -0.623
C: -0.506 -0.844 0.475
C: 0.695 -0.004 0.940
N: 0.232 1.526 0.386
N: 1.771 -0.211 0.022
O: 1.482 -0.583 -1.112
O: 2.859 0.082 0.435
H: -1.163 2.116 -1.027
H: -2.401 0.058 -0.662
H: -0.891 -0.414 -1.528
H: -1.131 -1.225 1.241
H: -0.015 -1.738 -0.067
H: 1.080 -0.066 1.973

Results
**E_HOMO**: -10.37 eV
**Frontier orbital gap**: 10.3731 eV
**Structure (SMILES)**: O=[N+]([O-])[C@@H]1CCC=N1

Löwdin atomic charge list, values in e, 4 entries: C -0.189; C -0.121; C -0.121; C -0.144

---

Most stable: i. Least stable: ii.

---

## i
The following is a DFT calculation (the ωB97M-V functional and the def2-TZVPD basis) of C4H6N2O2 as an isolated structure.

Cartesian coordinates (Å):
C: 0.070 -0.975 0.973
C: -0.325 0.289 0.263
C: -0.620 1.507 -1.882
C: 0.068 2.284 -0.702
H: 1.374 -3.477 0.073
H: -0.340 -0.801 2.135
H: -1.800 1.559 -1.894
H: -0.113 1.804 -2.945
H: 1.057 2.816 -0.700
H: -0.579 2.673 0.106
N: 0.656 -1.895 0.357
N: 0.099 0.712 -0.974
O: 1.119 -2.879 1.120
O: -1.124 1.013 0.833

Results
**E_HOMO**: -9.35 eV
**Frontier orbital gap**: 9.6518 eV

Löwdin atomic charge list, values in e, 4 entries: C -0.081; C -0.459; C -0.158; C -0.062

---

## ii
The following is a DFT calculation (the ωB97M-V functional and the def2-TZVPD basis) of a 2-piece molecular cluster, C4H6N2O2 overall.

Cartesian coordinates (Å):
C: 0.458 0.264 -0.210
C: -1.576 -0.771 -0.610
C: -1.821 -0.648 0.872
C: -1.713 0.674 0.049
H: 2.313 -0.629 -1.343
H: 2.405 1.341 -0.079
H: -1.905 -1.420 -1.391
H: -2.800 -0.547 1.181
H: -1.018 -1.095 1.631
H: -2.591 1.305 -0.325
N: 1.889 0.514 0.109
N: -0.007 -0.795 -0.525
O: 2.688 -0.665 0.372
O: -0.396 1.402 -0.044

Results
**E_HOMO**: -8.51 eV
**Frontier orbital gap**: 6.7738 eV

Löwdin atomic charge list, values in e, 4 entries: C -0.469; C -0.125; C -0.072; C -0.135

---

Most stable: i. Least stable: ii.

---

## i
The following is a DFT calculation (the ωB97M-V functional and the def2-TZVPD basis) of one molecule with the formula C4H6N2O2.

Cartesian coordinates (Å):
C: -0.013 1.289 0.367
C: -0.472 -0.926 -0.404
C: -1.600 -0.229 0.382
C: 0.623 0.273 -0.538
N: -1.146 1.034 0.811
N: 1.909 -0.124 0.061
O: 2.881 -0.220 -0.628
O: 1.931 -0.203 1.285
H: 0.584 2.172 0.446
H: -0.121 -1.839 0.246
H: -0.734 -1.262 -1.536
H: -2.532 0.059 -0.232
H: -2.039 -0.789 1.218
H: 0.728 0.766 -1.479

Results
**E_HOMO**: -10.45 eV
**Frontier orbital gap**: 10.6254 eV
**Structure (SMILES)**: O=[N+]([O-])[C@@H]1C=NCC1

Löwdin atomic charge list, values in e, 4 entries: C -0.140; C -0.074; C -0.256; C -0.172

---

## ii
The following is a DFT calculation (the ωB97M-V functional and the def2-TZVPD basis) of one molecule with the formula C4H6N2O2.

Cartesian coordinates (Å):
C: -0.068 -0.003 -0.638
C: -1.421 -1.983 -0.887
C: 1.033 -0.537 0.247
C: 1.819 0.210 1.005
H: -1.196 2.138 0.918
H: -0.481 3.012 -0.222
H: -1.992 -2.443 -1.773
H: 1.100 -1.571 0.155
H: 1.678 1.283 0.979
H: 2.658 -0.109 1.683
N: -0.359 2.099 0.334
N: -0.736 1.094 -0.639
O: -0.696 -0.891 -1.447
O: -1.338 -2.299 0.285

Results
**E_HOMO**: -9.03 eV
**Frontier orbital gap**: 9.6004 eV
**Structure (SMILES)**: C=C/C(=N\N)OC=O

Löwdin atomic charge list, values in e, 4 entries: C -0.358; C -0.224; C -0.078; C 0.037

---

## iii
The following is a DFT calculation (the ωB97M-V functional and the def2-TZVPD basis) of one molecule with the formula C4H6N2O2.

Cartesian coordinates (Å):
C: -1.767 -0.886 1.274
C: -0.931 1.264 -1.155
C: -0.629 0.355 -0.003
C: 1.035 -0.052 -0.475
N: -1.436 -0.807 0.074
N: -0.647 0.906 1.312
O: -0.984 2.458 -1.120
O: -1.363 0.027 2.138
H: -2.308 -1.716 1.755
H: -1.009 0.582 -2.157
H: 1.259 0.819 -1.176
H: 0.868 -1.030 -0.927
H: 1.455 -0.015 0.533
H: 0.294 1.009 1.693

Results
**E_HOMO**: -8.81 eV
**Frontier orbital gap**: 9.6145 eV
**Structure (SMILES)**: C[C@@]1(C=O)N=CON1

Löwdin atomic charge list, values in e, 4 entries: C -0.232; C -0.268; C -0.491; C 0.052

---

Most stable: ii. Least stable: i.

---

## i
The following is a DFT calculation (the ωB97M-V functional and the def2-TZVPD basis) of one molecule with the formula C4H6N2O2.

Cartesian coordinates (Å):
C: 2.168 -0.511 0.357
C: -0.071 -0.468 -0.408
C: -1.253 0.160 -0.091
C: -1.267 1.620 -0.066
H: 2.920 0.187 0.619
H: 1.580 -0.988 1.183
H: 2.599 -1.375 -0.280
H: -1.092 1.771 -1.195
H: -0.417 2.116 0.370
H: -2.269 2.064 0.258
N: -1.637 -1.962 -0.004
N: -2.126 -0.852 0.240
O: 1.191 0.010 -0.539
O: -0.326 -1.771 -0.444

Results
**E_HOMO**: -9.24 eV
**Frontier orbital gap**: 9.9875 eV
**Structure (SMILES)**: COc1onnc1C

Löwdin atomic charge list, values in e, 4 entries: C -0.033; C -0.340; C -0.277; C -0.036

---

## ii
The following is a DFT calculation (the ωB97M-V functional and the def2-TZVPD basis) of one molecule with the formula C4H6N2O2.

Cartesian coordinates (Å):
C: -0.351 0.202 1.617
C: -0.744 -0.830 0.477
C: 0.567 0.208 -1.174
C: -0.306 0.258 -2.307
H: 1.066 1.319 2.225
H: -1.581 -0.228 -0.041
H: -1.108 -1.807 0.981
H: 1.146 -0.969 0.199
H: 1.563 0.195 -1.699
H: 0.649 1.151 -0.529
N: 0.298 -1.038 -0.397
N: -0.986 0.179 -3.331
O: 0.976 0.549 1.693
O: -1.189 0.812 2.286

Results
**E_HOMO**: -10.23 eV
**Frontier orbital gap**: 10.5020 eV
**Structure (SMILES)**: N#CCNCC(=O)O

Löwdin atomic charge list, values in e, 4 entries: C -0.434; C -0.170; C -0.233; C -0.200

---

## iii
The following is a DFT calculation (the ωB97M-V functional and the def2-TZVPD basis) of one molecule with the formula C4H6N2O2.

Cartesian coordinates (Å):
C: 2.950 -0.938 -0.244
C: -0.112 0.681 0.323
C: 1.380 0.387 0.111
C: -1.239 -0.357 -0.189
N: 1.676 -0.947 -0.072
N: 2.428 1.145 0.050
O: -0.423 1.955 -0.195
O: 3.471 0.285 -0.177
H: 3.569 -1.794 -0.428
H: -0.214 0.709 1.427
H: -1.026 -1.342 0.192
H: -1.271 -0.336 -1.271
H: -2.166 0.039 0.207
H: 0.336 2.535 -0.064

Results
**E_HOMO**: -10.47 eV
**Frontier orbital gap**: 11.3398 eV
**Structure (SMILES)**: C[C@H](O)c1ncon1

Löwdin atomic charge list, values in e, 4 entries: C -0.172; C -0.334; C -0.294; C -0.010

---

## iv
The following is a DFT calculation (the ωB97M-V functional and the def2-TZVPD basis) of one molecule with the formula C4H6N2O2.

Cartesian coordinates (Å):
C: 0.599 -0.702 -0.960
C: -0.026 0.525 -0.295
N: 2.165 -0.391 1.077
C: -1.436 0.382 0.077
C: -2.124 -0.753 0.028
O: 1.136 -1.111 0.479
N: 0.659 1.591 -0.408
O: 1.002 -1.140 -1.964
H: 2.862 -0.151 0.370
H: 1.776 0.473 1.453
H: 0.126 2.451 -0.296
H: -1.887 1.287 0.467
H: -1.693 -1.667 -0.356
H: -3.160 -0.794 0.328

Results
**E_HOMO**: -8.82 eV
**Frontier orbital gap**: 8.8094 eV
**Structure (SMILES)**: [H]/N=C(\C=C)C(=O)ON

Löwdin atomic charge list, values in e, 4 entries: C -0.264; C -0.363; N 0.006; C -0.107

---

Most stable: ii. Least stable: iv.

---

## i
The following is a DFT calculation (the ωB97M-V functional and the def2-TZVPD basis) of C4H6N2O2 as an isolated structure.

Cartesian coordinates (Å):
C: 1.480 -0.066 0.374
C: 0.030 0.359 0.143
C: -0.762 1.407 -0.185
C: -1.893 -0.303 -0.119
H: 3.378 -0.495 -0.191
H: 2.047 -1.509 -0.810
H: 1.827 0.942 0.763
H: 1.456 -0.832 1.320
H: -0.613 2.373 -0.312
H: -3.671 -0.404 0.137
N: 2.365 -0.508 -0.728
N: -2.014 0.936 -0.334
O: -2.911 -1.153 -0.201
O: -0.720 -0.747 0.144

Results
**E_HOMO**: -8.74 eV
**Frontier orbital gap**: 9.3778 eV

Löwdin atomic charge list, values in e, 4 entries: C -0.262; C -0.253; C -0.052; C -0.592

---

## ii
The following is a DFT calculation (the ωB97M-V functional and the def2-TZVPD basis) of one molecule with the formula C4H6N2O2.

Cartesian coordinates (Å):
C: 0.112 1.520 0.414
C: -0.082 0.637 -0.811
C: -1.432 -0.974 0.417
C: 1.358 -1.293 -0.429
H: 0.822 2.407 0.269
H: 0.501 0.888 1.283
H: -0.806 2.082 0.867
H: -0.248 1.245 -1.653
H: -2.398 -0.981 0.873
H: 2.262 -1.733 -0.875
N: -0.517 -1.683 0.940
N: 0.724 -1.812 0.494
O: -1.288 -0.073 -0.646
O: 0.992 -0.230 -1.143

Results
**E_HOMO**: -8.91 eV
**Frontier orbital gap**: 9.7071 eV
**Structure (SMILES)**: CC1OC=NN=CO1

Löwdin atomic charge list, values in e, 4 entries: C -0.024; C -0.374; C -0.150; C -0.217

---

## iii
The following is a DFT calculation (the ωB97M-V functional and the def2-TZVPD basis) of one molecule with the formula C4H6N2O2.

Cartesian coordinates (Å):
C: 2.434 -0.041 -0.157
C: 0.209 0.005 0.007
C: -1.802 0.894 0.158
C: -1.269 -0.440 0.298
H: 3.072 -0.985 -0.413
H: 2.205 0.590 -1.109
H: 2.747 0.780 0.500
H: -2.924 1.005 0.474
H: -1.173 -0.646 1.428
H: -2.419 -1.916 -0.152
N: 0.405 1.222 -0.385
N: -0.985 1.785 -0.249
O: 1.235 -0.802 0.247
O: -1.735 -1.451 -0.648

Results
**E_HOMO**: -9.73 eV
**Frontier orbital gap**: 9.9451 eV
**Structure (SMILES)**: COC1=NN=C[C@H]1O

Löwdin atomic charge list, values in e, 4 entries: C -0.067; C -0.376; C -0.183; C -0.260

---

Most stable: i. Least stable: iii.